[1]
Density functional theory data (ωB97M-V/def2-TZVPD) for a structure of composition C32H27IrN5O6P at a distorted geometry.

Last column: Mulliken charge in e.
Element x y z (Å)
1 Ir 1.552 0.397 -0.028  2.84
2 C 2.067 4.468 -1.979  -0.71
3 O 1.237 4.324 -3.157  -0.43
4 C 0.749 3.198 -3.592  0.22
5 C 0.110 3.283 -4.854  -0.69
6 C -0.420 2.177 -5.442  -0.80
7 C -0.344 0.927 -4.786  -0.78
8 C 0.232 0.788 -3.535  0.84
9 C 0.240 -0.530 -2.993  -0.64
10 N 0.706 -0.893 -1.809  0.19
11 N 0.567 -2.188 -1.644  -0.61
12 C 1.112 -2.622 -0.436  0.21
13 O 1.674 -1.859 0.351  -0.58
14 C 0.958 -4.052 -0.126  0.48
15 C 1.381 -4.503 1.125  -0.32
16 C 1.244 -5.839 1.456  -0.79
17 C 0.691 -6.728 0.540  -0.35
18 C 0.272 -6.283 -0.708  -0.75
19 C 0.401 -4.945 -1.044  -0.18
20 C 0.789 1.937 -2.863  1.11
21 O 1.272 1.900 -1.710  -0.86
22 H 2.480 5.466 -2.058  0.34
23 H 2.855 3.723 -1.970  0.31
24 H 1.460 4.374 -1.085  0.29
25 H 0.073 4.252 -5.336  0.50
26 H -0.891 2.253 -6.412  0.43
27 H -0.748 0.046 -5.270  0.46
28 H -0.164 -1.325 -3.616  0.40
29 H 1.815 -3.797 1.820  0.41
30 H 1.571 -6.193 2.425  0.42
31 H 0.588 -7.773 0.801  0.40
32 H -0.152 -6.981 -1.418  0.40
33 H 0.077 -4.586 -2.011  0.43
34 N -0.788 1.942 1.693  0.39
35 P -0.702 0.377 1.021  0.48
36 C -2.194 0.270 -0.003  0.14
37 C -2.503 -0.979 -0.550  -0.32
38 C -3.609 -1.131 -1.371  -0.78
39 C -4.417 -0.036 -1.656  -0.61
40 C -4.110 1.208 -1.125  -0.65
41 C -2.999 1.364 -0.303  -0.64
42 C -1.070 -0.734 2.405  0.43
43 C -2.386 -0.948 2.827  -0.57
44 C -2.642 -1.762 3.920  -0.68
45 C -1.589 -2.368 4.594  -0.57
46 C -0.282 -2.158 4.179  -0.83
47 C -0.017 -1.344 3.086  -0.32
48 C 0.310 2.786 1.799  0.27
49 C 0.256 3.925 2.609  -0.99
50 C 1.368 4.729 2.696  -0.41
51 C 2.518 4.399 1.980  -0.99
52 C 2.483 3.270 1.199  -0.61
53 N 1.398 2.483 1.099  0.34
54 H -1.537 2.139 2.341  0.36
55 H -1.887 -1.843 -0.314  0.45
56 H -3.848 -2.105 -1.780  0.46
57 H -5.288 -0.154 -2.288  0.42
58 H -4.740 2.061 -1.344  0.44
59 H -2.757 2.342 0.095  0.40
60 H -3.213 -0.490 2.296  0.42
61 H -3.663 -1.926 4.241  0.43
62 H -1.790 -3.007 5.444  0.40
63 H 0.537 -2.626 4.709  0.47
64 H 1.005 -1.179 2.770  0.35
65 H -0.648 4.151 3.161  0.47
66 H 1.348 5.608 3.327  0.43
67 H 3.418 4.995 2.042  0.50
68 H 3.350 2.949 0.631  0.58
69 O 4.836 0.311 2.177  -0.64
70 N 3.846 0.328 1.504  1.07
71 O 3.872 0.584 0.255  -0.68
72 O 2.679 0.153 2.001  -0.59

Computed properties:
2S+1: 6
charge: +1
gap between HOMO and LUMO (alpha / beta): 5.89 / 5.20 eV
<S²>: 8.806
electronic energy: -2406.0998 a.u.

---

[2]
Density functional theory data (ωB97M-V/def2-TZVPD) for a structure of composition C32H28AuF10P at a distorted geometry.

Last column: Mulliken charge in e.
Element x y z (Å)
1 Au 0.535 -0.637 -2.464  -0.19
2 C -2.238 -4.082 -2.014  -1.75
3 C -1.620 -2.725 -1.650  2.46
4 C -2.701 -1.778 -1.165  -1.50
5 C -0.850 -2.199 -2.847  -2.17
6 H -2.759 -4.515 -1.156  0.43
7 H -1.480 -4.795 -2.343  0.39
8 H -2.964 -3.967 -2.823  0.39
9 H -0.910 -2.896 -0.834  -0.52
10 H -3.448 -1.621 -1.949  0.46
11 H -2.289 -0.804 -0.898  0.24
12 H -3.221 -2.185 -0.295  0.41
13 H -1.506 -1.869 -3.651  0.43
14 H -0.094 -2.892 -3.229  0.68
15 C 2.655 -0.262 -2.688  -1.67
16 H 3.076 0.458 -1.983  0.33
17 H 2.852 0.083 -3.703  0.46
18 H 3.147 -1.227 -2.527  0.41
19 F 6.199 -0.589 3.944  -0.26
20 C 6.159 -0.168 2.665  0.81
21 F 6.626 1.097 2.659  -0.26
22 F 7.026 -0.919 1.969  -0.29
23 C 4.763 -0.238 2.108  0.34
24 C 4.466 -1.044 1.027  -0.87
25 C 3.161 -1.081 0.541  -0.11
26 C 2.162 -0.323 1.130  0.14
27 C 2.480 0.484 2.227  -0.15
28 C 3.770 0.530 2.714  -1.20
29 P 0.460 -0.485 0.480  1.07
30 C -0.381 -1.087 1.994  0.54
31 C -0.873 -0.257 3.004  -0.05
32 C -1.441 -0.797 4.144  -1.16
33 C -1.525 -2.176 4.288  0.31
34 C -1.043 -3.014 3.298  -1.02
35 C -0.482 -2.466 2.153  -0.68
36 C -2.180 -2.737 5.521  0.85
37 F -3.519 -2.585 5.475  -0.25
38 F -1.756 -2.112 6.636  -0.26
39 F -1.934 -4.048 5.677  -0.28
40 C -0.104 1.241 0.314  0.51
41 C 0.791 2.268 0.020  -0.76
42 C 0.332 3.552 -0.225  -1.15
43 C -1.029 3.817 -0.198  0.43
44 C -1.934 2.798 0.056  -1.17
45 C -1.470 1.517 0.307  -0.28
46 C -1.498 5.221 -0.460  0.70
47 F -1.297 5.578 -1.745  -0.23
48 F -2.809 5.375 -0.204  -0.29
49 F -0.833 6.113 0.300  -0.27
50 H 5.240 -1.635 0.558  0.48
51 H 2.927 -1.699 -0.316  0.51
52 H 1.710 1.077 2.706  0.36
53 H 4.012 1.155 3.563  0.40
54 H -0.812 0.819 2.902  0.40
55 H -1.816 -0.146 4.924  0.42
56 H -1.108 -4.087 3.414  0.47
57 H -0.108 -3.124 1.377  0.30
58 H 1.855 2.069 -0.021  0.43
59 H 1.035 4.347 -0.439  0.43
60 H -2.995 3.004 0.057  0.48
61 H -2.187 0.729 0.504  0.54
62 F -2.705 3.902 -4.832  -0.37
63 C -2.033 2.855 -4.315  0.32
64 C -2.728 1.706 -4.000  -0.95
65 C -2.027 0.628 -3.471  0.69
66 C -0.657 0.733 -3.261  0.04
67 C 0.025 1.892 -3.598  0.23
68 C -0.673 2.972 -4.126  -0.62
69 H -3.795 1.661 -4.170  0.47
70 H -2.560 -0.270 -3.223  0.11
71 H 1.094 1.964 -3.444  0.41
72 H -0.170 3.893 -4.391  0.46

Computed properties:
2S+1: 1
gap between HOMO and LUMO: 7.23 eV
electronic energy: -2711.8664 a.u.
energy relative to the best compared isomer or geometry (same formula, charge and spin): 46.6 kcal/mol

---

[3]
Density functional theory data (ωB97M-V/def2-TZVPD) for a structure of composition C32H28AuFN7O3S3.

Last column: Mulliken charge in e.
Element x y z (Å)
1 Au 0.352 -0.900 -0.491  0.96
2 S -0.687 1.071 0.074  -0.04
3 C -1.393 0.655 1.623  0.27
4 C -1.766 1.661 2.507  -0.84
5 C -2.363 1.336 3.716  0.37
6 C -2.667 2.378 4.658  -0.18
7 N -2.884 3.215 5.413  -0.47
8 C -2.621 -0.009 4.028  0.52
9 C -2.254 -1.007 3.137  -0.90
10 C -1.619 -0.674 1.948  0.74
11 S -1.139 -1.943 0.830  -0.31
12 C -3.228 -0.371 5.279  -0.25
13 N -3.697 -0.672 6.282  -0.46
14 H -1.563 2.695 2.262  0.53
15 H -2.444 -2.044 3.383  0.49
16 F 5.916 3.012 0.237  -0.36
17 C 5.836 1.676 0.032  -0.05
18 C 4.633 1.096 -0.218  -0.50
19 C 4.567 -0.295 -0.396  -0.04
20 C 3.298 -0.909 -0.784  1.51
21 O 2.323 -0.148 -1.035  -1.29
22 C 3.306 -2.324 -0.892  -0.02
23 C 4.468 -3.006 -0.659  -0.62
24 N 5.634 -2.443 -0.305  0.22
25 C 6.786 -3.289 -0.063  -0.32
26 C 6.616 -4.482 0.822  -0.92
27 C 7.390 -3.295 1.310  -0.39
28 C 5.724 -1.063 -0.214  0.37
29 C 6.958 -0.434 0.014  -1.08
30 C 7.033 0.940 0.097  -0.16
31 N 8.247 1.622 0.254  0.26
32 C 8.589 2.781 -0.532  -0.70
33 C 8.884 3.964 0.376  -0.71
34 N 9.997 3.557 1.310  -0.11
35 C 9.630 2.332 2.108  -0.87
36 C 9.288 1.194 1.149  -0.61
37 C 2.145 -3.174 -1.358  0.74
38 O 2.387 -4.271 -1.816  -0.66
39 O 0.951 -2.687 -1.251  -0.69
40 H 3.718 1.690 -0.218  0.39
41 H 4.467 -4.080 -0.790  0.74
42 H 7.443 -3.381 -0.919  0.38
43 H 7.156 -5.380 0.558  0.28
44 H 5.642 -4.658 1.257  0.33
45 H 8.466 -3.367 1.396  0.29
46 H 6.918 -2.677 2.062  0.24
47 H 7.858 -1.026 0.096  0.77
48 H 7.786 3.040 -1.214  0.42
49 H 9.482 2.565 -1.141  0.30
50 H 8.014 4.208 0.982  0.47
51 H 9.201 4.842 -0.184  0.34
52 H 10.236 4.325 1.937  0.35
53 H 10.827 3.348 0.749  0.38
54 H 8.761 2.595 2.709  0.37
55 H 10.466 2.082 2.758  0.43
56 H 8.953 0.345 1.742  0.45
57 H 10.193 0.892 0.600  0.33
58 N 2.528 2.680 -2.774  -0.46
59 C 1.556 2.982 -1.877  0.39
60 S 1.852 3.189 -0.248  -0.36
61 N 0.301 3.146 -2.356  -0.10
62 C -0.172 2.888 -3.670  0.20
63 C 0.460 3.420 -4.788  -0.19
64 C -0.011 3.105 -6.056  -0.53
65 C -1.117 2.284 -6.211  -0.49
66 C -1.771 1.793 -5.089  -0.60
67 C -1.304 2.094 -3.820  -0.54
68 H 3.370 2.313 -2.367  0.18
69 H 2.255 2.283 -3.661  0.33
70 H -0.393 3.236 -1.630  0.36
71 H 1.287 4.106 -4.666  0.55
72 H 0.492 3.510 -6.925  0.38
73 H -1.477 2.038 -7.200  0.39
74 H -2.643 1.164 -5.201  0.38
75 H -1.809 1.711 -2.942  0.40

Computed properties:
2S+1: 1
charge: +1
gap between HOMO and LUMO: 6.07 eV
electronic energy: -3275.1151 a.u.
energy relative to the best compared isomer or geometry (same formula, charge and spin): 13.3 kcal/mol

---

[4]
Density functional theory data (ωB97M-V/def2-TZVPD) for a structure of composition C32H28AuFNOP2.

Last column: Mulliken charge in e.
Element x y z (Å)
1 Au -0.907 -0.642 -0.797  0.67
2 C 0.865 1.071 1.325  -1.28
3 C -0.354 0.685 2.166  -1.43
4 P -1.095 -0.886 1.558  0.81
5 C -0.037 -2.191 2.208  0.36
6 C 0.287 -2.242 3.565  -0.04
7 C 1.113 -3.244 4.042  -0.77
8 C 1.621 -4.201 3.171  -0.46
9 C 1.297 -4.159 1.824  -0.55
10 C 0.467 -3.157 1.341  -0.58
11 C -2.708 -0.996 2.351  0.78
12 C -3.107 -2.144 3.030  -0.52
13 C -4.378 -2.209 3.582  -0.68
14 C -5.249 -1.138 3.454  -0.51
15 C -4.857 0.003 2.767  -0.71
16 C -3.592 0.074 2.210  -0.43
17 P 0.342 1.318 -0.416  1.09
18 C 1.824 1.603 -1.403  0.84
19 C 2.988 0.864 -1.209  -0.60
20 C 4.083 1.067 -2.036  -0.68
21 C 4.021 2.006 -3.056  -0.60
22 C 2.855 2.730 -3.265  -0.67
23 C 1.754 2.524 -2.449  -0.77
24 C -0.604 2.850 -0.402  0.34
25 C -0.011 4.053 -0.014  -0.27
26 C -0.773 5.207 0.045  -0.80
27 C -2.126 5.166 -0.279  -0.42
28 C -2.717 3.975 -0.667  -0.80
29 C -1.957 2.816 -0.731  -0.17
30 H 1.612 0.273 1.352  0.42
31 H 1.333 1.980 1.708  0.65
32 H -1.121 1.461 2.112  0.50
33 H -0.080 0.575 3.217  0.72
34 H -0.117 -1.510 4.255  0.39
35 H 1.359 -3.284 5.095  0.42
36 H 2.266 -4.984 3.548  0.41
37 H 1.684 -4.908 1.147  0.44
38 H 0.202 -3.132 0.291  0.22
39 H -2.432 -2.984 3.130  0.40
40 H -4.685 -3.101 4.111  0.41
41 H -6.239 -1.192 3.886  0.39
42 H -5.539 0.836 2.662  0.43
43 H -3.300 0.963 1.661  0.18
44 H 3.058 0.132 -0.414  0.32
45 H 4.987 0.494 -1.878  0.46
46 H 4.881 2.169 -3.692  0.43
47 H 2.802 3.459 -4.062  0.41
48 H 0.845 3.090 -2.616  0.46
49 H 1.045 4.091 0.227  0.40
50 H -0.315 6.141 0.340  0.42
51 H -2.717 6.071 -0.233  0.41
52 H -3.766 3.947 -0.930  0.44
53 H -2.411 1.885 -1.054  0.40
54 F 4.170 -2.140 -4.391  -0.36
55 C 2.896 -1.957 -4.020  0.32
56 C 2.298 -2.902 -3.203  -0.80
57 C 0.989 -2.703 -2.805  0.13
58 C 0.315 -1.555 -3.218  0.07
59 C 0.923 -0.634 -4.064  -0.18
60 C 2.226 -0.834 -4.474  -0.57
61 H 2.857 -3.780 -2.910  0.48
62 H 0.476 -3.434 -2.195  0.56
63 H 0.358 0.227 -4.399  0.43
64 H 2.730 -0.141 -5.132  0.51
65 O -1.592 -2.164 -2.116  -0.48
66 N -1.041 -1.258 -2.853  -0.38

Computed properties:
2S+1: 1
charge: +1
gap between HOMO and LUMO: 7.25 eV
electronic energy: -2284.2327 a.u.
energy relative to the best compared isomer or geometry (same formula, charge and spin): 0.0 kcal/mol